Record 1
DFT (the ωB97M-V functional and the def2-TZVPD basis) results for 8 unconnected molecules or ions with the total composition CH18O8 at a distorted geometry.

XYZ file:
```
27
Properties=species:S:1:pos:R:3:forces:R:3
O 5.671 39.520 36.153 -1.9 -0.7 2.6
O 7.070 41.321 34.770 0.5 0.8 0.7
O 9.303 41.496 36.223 3.1 1.5 3.0
O 8.762 38.356 33.821 0.9 -0.1 -3.2
O 10.816 41.232 34.103 1.3 -1.3 0.8
O 8.561 38.957 36.577 1.8 -1.1 0.1
O 12.663 43.720 34.323 1.9 4.2 1.6
O 7.437 41.870 38.801 3.7 -5.1 0.3
C 6.807 42.667 34.378 0.1 -0.6 3.1
H 9.152 40.600 36.434 0.4 -3.3 0.8
H 13.014 44.012 33.497 0.1 -0.2 -0.8
H 7.694 43.255 34.906 -1.6 0.1 -1.9
H 12.238 42.937 34.283 -2.0 -4.0 -0.7
H 5.819 43.153 34.821 1.6 -1.0 -0.6
H 8.192 38.985 33.358 0.1 0.0 0.1
H 7.347 40.836 38.598 -0.7 4.1 0.6
H 8.452 41.648 35.879 -4.5 1.4 -3.5
H 7.738 39.039 37.036 -1.3 0.0 0.4
H 6.210 40.079 35.650 1.5 2.9 -2.1
H 6.670 42.683 33.304 0.6 0.7 -0.4
H 10.125 41.628 35.734 -0.1 0.0 -1.2
H 11.258 40.444 33.733 -0.3 0.2 0.6
H 6.011 38.678 35.971 0.3 -2.1 -0.5
H 8.463 38.401 34.681 -0.9 0.3 3.0
H 9.006 38.133 36.902 -0.6 1.2 -0.3
H 6.714 42.401 38.655 -3.1 1.0 -0.9
H 10.634 41.719 33.331 -0.8 1.3 -1.4
```
Positions in Å, forces in eV/Å.

E_LUMO	-0.28	eV
strongest force on any atom	6.31	eV/Å
total energy	-17705.3290	eV
E_HOMO	-7.56	eV
energy relative to the best compared isomer or geometry (same formula, charge and spin)	362.1	kJ/mol

Record 2
DFT (the ωB97M-V functional and the def2-TZVPD basis) results for a single C22H30N6O2 molecule at a distorted geometry.

XYZ file:
```
60
Properties=species:S:1:pos:R:3:forces:R:3
O 3.178 2.698 0.502 -0.2 0.1 0.0
O 6.682 -0.208 0.371 0.3 0.0 0.1
N -0.956 -1.411 -0.717 0.0 0.0 -0.1
N 4.913 1.207 0.427 0.1 0.2 0.1
N 2.471 -1.548 -1.180 0.4 -0.4 0.0
N 1.509 0.409 -0.730 0.3 -0.4 -0.2
N 4.702 -0.992 -0.404 0.1 0.0 0.0
N -2.970 -2.697 0.845 0.0 0.0 0.0
C -3.547 2.785 -1.714 0.0 0.0 -0.1
C -4.520 1.679 0.171 -0.1 0.0 0.0
C -0.975 2.659 1.070 0.1 -0.2 0.0
C 1.352 -0.841 -1.216 0.1 0.2 0.0
C 3.582 1.585 0.221 -0.2 -0.2 -0.1
C -0.621 -2.388 0.306 0.0 0.1 0.3
C -3.992 -2.786 1.863 0.1 0.0 -0.1
C 2.827 0.509 -0.342 0.5 -0.7 -0.1
C -0.028 1.472 0.854 0.1 0.2 -0.1
C -1.674 -2.372 1.406 0.2 -0.2 -0.1
C 5.507 -0.016 0.144 -0.1 -0.2 -0.1
C 0.067 -1.362 -1.752 -0.2 0.0 0.0
C 5.809 2.200 0.998 0.2 0.2 0.1
C -3.308 -1.721 -0.173 0.1 0.0 -0.2
C -2.375 2.968 -1.001 0.0 0.0 0.0
C 3.391 -0.722 -0.641 -0.9 1.1 0.2
C -2.258 -1.730 -1.276 -0.3 0.2 0.1
C 5.250 -2.289 -0.735 0.2 -0.2 0.0
C -2.255 2.498 0.301 0.0 0.1 0.1
C 0.523 1.445 -0.572 -0.5 0.3 0.3
C -4.622 2.137 -1.131 -0.1 0.0 0.0
C -3.343 1.855 0.878 0.0 0.1 0.0
H -0.465 3.575 0.767 0.0 0.1 0.1
H -1.421 -3.120 2.161 0.0 0.1 0.0
H -3.370 -0.703 0.249 0.0 -0.1 0.0
H 0.268 -2.355 -2.188 0.0 0.1 0.0
H 6.309 -2.276 -0.484 -0.1 0.0 0.0
H -4.934 -3.072 1.398 -0.1 0.0 0.0
H 5.227 3.101 1.178 0.1 -0.1 0.0
H -5.360 1.183 0.637 -0.1 0.0 0.0
H 6.625 2.405 0.305 0.0 0.0 0.1
H -2.515 -0.972 -2.021 0.0 0.0 0.0
H -3.269 1.498 1.896 0.0 0.0 0.1
H 1.012 2.400 -0.786 -0.1 -0.1 -0.1
H -0.551 0.534 1.046 0.0 0.0 0.0
H 6.230 1.824 1.930 0.0 0.0 -0.1
H 0.811 1.561 1.548 0.0 0.0 0.0
H -3.712 -3.555 2.582 -0.1 0.0 0.1
H -0.290 -0.700 -2.548 0.0 -0.1 0.0
H -1.199 2.732 2.135 0.0 0.1 0.0
H 4.734 -3.061 -0.165 0.0 0.0 0.0
H -1.684 -1.377 1.889 0.0 0.0 0.0
H -3.624 3.155 -2.726 0.0 0.0 -0.1
H 0.357 -2.138 0.723 0.0 -0.1 0.0
H -1.547 3.493 -1.456 0.1 0.1 0.0
H 5.112 -2.484 -1.798 0.0 0.0 0.0
H -2.252 -2.720 -1.762 0.0 0.0 0.0
H -5.538 1.997 -1.685 -0.1 0.0 0.0
H -4.280 -1.980 -0.598 0.0 0.0 0.0
H -0.286 1.269 -1.281 0.1 0.0 0.0
H -4.140 -1.837 2.403 0.0 0.0 0.0
H -0.567 -3.403 -0.122 0.0 0.0 0.0
```
Positions in Å, forces in eV/Å.

SMILES	CN1CCN(Cc2nc3c(c(=O)n(C)c(=O)n3C)n2CCCc2ccccc2)CC1
E_LUMO	0.71	eV
strongest force on any atom	1.41	eV/Å
total energy	-36338.6388	eV
E_HOMO	-8.27	eV
energy relative to the best compared isomer or geometry (same formula, charge and spin)	1.8	kJ/mol

Record 3
DFT (the ωB97M-V functional and the def2-TZVPD basis) results for a molecular structure, C5H10O at a distorted geometry.

XYZ file:
```
16
Properties=species:S:1:pos:R:3:forces:R:3
O -1.562 -0.256 0.508 -0.1 -0.3 0.1
C 0.753 -1.637 0.254 0.3 0.0 0.0
C 0.263 0.727 0.213 0.4 0.2 0.1
C 0.352 0.760 -1.313 0.1 0.0 -0.1
C -1.193 1.146 0.605 0.1 0.2 0.0
C -0.177 -0.586 0.802 0.4 0.1 0.0
H 0.567 -1.882 -0.798 0.2 0.1 0.2
H 0.494 1.803 -1.616 0.1 -0.2 0.0
H 0.863 -2.552 0.843 -0.1 0.2 -0.1
H 1.325 0.873 0.594 -1.5 1.4 0.2
H -0.549 0.387 -1.816 0.2 0.0 0.3
H -0.068 -0.582 1.901 0.0 0.1 -0.2
H -1.344 1.526 1.625 0.2 -0.1 -0.1
H 1.684 -0.984 0.357 -0.5 -1.7 -0.4
H 1.211 0.179 -1.656 -0.1 0.1 -0.1
H -1.781 1.758 -0.096 0.4 -0.2 0.1
```
Positions in Å, forces in eV/Å.

E_LUMO	1.10	eV
strongest force on any atom	2.11	eV/Å
total energy	-7392.4239	eV
E_HOMO	-9.72	eV
energy relative to the best compared isomer or geometry (same formula, charge and spin)	225.9	kJ/mol

Record 4
DFT (the ωB97M-V functional and the def2-TZVPD basis) results for 2 unconnected molecules or ions with the total composition CH3ClN2S at a distorted geometry.

XYZ file:
```
8
Properties=species:S:1:pos:R:3:forces:R:3
Cl 0.618 -2.148 0.104 -0.2 -0.8 0.2
S 2.770 1.507 -0.053 -0.8 -1.2 0.1
N 0.026 0.344 -0.030 -1.0 1.8 -0.7
N -1.326 -0.047 -0.270 -0.8 -0.3 0.8
C 0.968 -0.515 0.080 2.3 2.5 -0.1
H -2.090 0.458 0.249 1.7 0.1 -0.4
H -1.301 -0.958 0.189 -0.7 -0.2 -0.5
H 0.335 1.359 -0.269 -0.5 -2.1 0.7
```
Positions in Å, forces in eV/Å.

E_LUMO (spin up / spin down)	-1.53 / -1.54	eV
strongest force on any atom	3.43	eV/Å
total energy	-27418.1545	eV
E_HOMO (spin up / spin down)	-8.74 / -8.77	eV
energy relative to the best compared isomer or geometry (same formula, charge and spin)	482.3	kJ/mol

Q: Which formula does entry 1 have?
A: CH18O8